1.
The following is a DFT calculation (wB97M-V/def2-TZVPD) of a 3-piece molecular cluster, C15H22Cl2F6N3O6S overall.

Geometry as XYZ:
```
55
C15H22Cl2F6N3O6S (wB97M-V/def2-TZVPD)
H 7.3767 0.6891 2.2240
C 3.3937 0.7269 0.0556
H 10.1152 -0.3903 2.4801
H -0.9108 -1.5604 -2.1163
O 1.8255 -1.2566 -0.8971
C -7.3467 -0.6808 -0.8760
H -7.4736 0.3362 -1.2543
C 8.4207 2.0826 -0.7147
H -0.3260 -2.5470 0.0781
C 6.0160 2.5809 0.1930
H 6.1380 3.7193 0.1048
Cl 11.0539 1.1852 -1.3422
C 3.4932 2.0846 0.9150
H 3.7671 0.9293 -1.0069
F -9.9636 1.2422 3.2651
H -1.9513 -3.2370 0.2257
H 4.1031 -0.0354 0.5452
H 5.0888 2.9994 2.2278
N 9.6139 1.3175 -0.4086
H -7.2918 -1.3609 -1.7267
S 1.6981 -0.0101 -0.0376
F -7.8522 1.6534 3.0320
C -1.1816 -2.9260 -0.4841
C -9.0455 1.7310 2.4037
H 5.2770 1.1758 1.8974
O -9.5277 1.3910 0.0461
F -5.3393 -2.0690 -3.5956
H 10.1347 -1.1965 1.0486
O -8.4959 -0.2407 1.2197
H 5.5197 2.2422 -0.7943
C -9.0576 0.9789 1.0755
O -4.2143 -2.0961 -0.5428
H -0.8770 -3.8194 -1.0355
C 5.0488 2.1890 1.4122
C -5.0196 -2.9859 -2.6567
H -8.3443 -2.0968 0.3894
C -1.7065 -1.8687 -1.4358
N 7.3788 1.9429 0.2578
N 10.3361 -0.2667 1.4805
H 3.2863 3.0395 0.2965
C 7.9291 1.0401 1.2953
C -3.9839 -2.4523 -1.6703
H 2.7625 2.1197 1.7993
C 9.3486 0.6398 0.8523
O -2.7656 -2.3978 -2.2496
C -8.4848 -1.0702 0.0468
H -2.0387 -0.9729 -0.9018
F -6.1742 -3.3395 -2.0593
O 1.2399 -0.3235 1.3661
Cl 0.2850 1.2550 -0.8767
F -9.3147 3.0422 2.2605
H -9.4514 -1.0312 -0.4645
F -4.5870 -4.0768 -3.3232
H 8.4698 2.6802 -1.6838
H -6.3944 -0.7047 -0.3400
```

Properties
- strongest force on any atom (eV/A) = 6.46
- electronic energy (eV) = -84841.0110
- charge = +1
- LUMO (eV) = -4.190

2.
The following is a DFT calculation (wB97M-V/def2-TZVPD) of C15H22ClN5Pd as an isolated structure.

Geometry as XYZ:
```
44
C15H22ClN5Pd (wB97M-V/def2-TZVPD)
H 4.2497 -3.4076 -2.8676
N -1.0147 0.4491 3.8230
H -1.4741 1.6240 -2.2032
H 3.3405 -1.2051 -0.5700
N -0.4736 -0.4502 1.8339
C -2.4534 0.4161 -0.5989
Cl 1.3336 -2.4487 -1.6642
H -3.1989 -0.0065 4.8343
H 2.5882 -4.1546 -5.4047
H 1.1563 -3.2269 -4.8859
C -2.3242 -0.9364 -0.2189
H 4.1774 -5.0970 -3.4205
C 3.6673 -4.3253 -2.7998
H -3.2250 1.0857 -0.2349
H 3.7008 -4.6534 -1.7646
H -3.8742 -0.8878 3.5318
C 1.3564 1.4977 -0.8593
C -0.0837 0.3346 2.8626
C 2.7057 -0.3391 -0.4294
H 0.3530 -5.0788 -3.4230
H 0.8711 0.8234 2.9829
H 0.8123 2.2726 -1.3741
C 2.3718 0.2883 0.8252
H 2.7729 -0.0217 1.7892
H 2.0725 0.1675 -2.5227
H 2.7508 -2.5442 -4.6549
Pd 0.5436 -0.8454 -0.1563
C 2.1832 -3.4710 -4.6250
C 2.2529 -4.0896 -3.2558
H -1.0930 -2.6032 -1.1867
H 1.7277 -6.1466 -3.7674
H 1.3442 -5.6653 -2.1021
C -1.2963 -1.5387 -1.0510
H -2.9773 -1.5150 0.4278
N -3.0622 -0.7114 4.1164
C -1.5446 0.7073 -1.6381
C 2.0308 0.4136 -1.4684
C -0.8301 -0.4781 -1.9656
C 1.5669 1.4378 0.5307
H -0.1869 -0.7087 -2.8117
N -1.6933 -0.9451 2.1765
H 1.2708 2.1839 1.2543
C 1.3745 -5.3059 -3.1259
N -2.0103 -0.3100 3.3032
```

Properties
- strongest force on any atom (eV/A) = 4.26
- multiplicity = 5
- expectation value of S² = 6.025
- electronic energy (eV) = -39340.7647
- charge = +2
- LUMO (alpha / beta) (eV) = -7.220 / -9.413

3.
The following is a DFT calculation (wB97M-V/def2-TZVPD) of C15H22GaN5O6S as an isolated structure.

Geometry as XYZ:
```
50
C15H22GaN5O6S (wB97M-V/def2-TZVPD)
C -0.9635 1.2442 -2.4004
H -0.3927 2.9741 3.5688
C 3.6949 -2.7310 2.3564
H -1.5809 1.2349 -3.2998
N -2.0011 -3.6581 0.5002
H 4.6901 -2.8927 2.7459
C 0.1429 3.0970 2.6284
H -3.0015 2.1372 -0.0237
O -2.0242 -0.3929 2.3064
H 0.8279 2.2701 2.4882
H -2.3811 -4.5837 0.6135
C 2.0441 -1.2139 1.4486
H 0.6932 4.0354 2.6504
O -4.1211 -0.9188 2.1044
Ga -0.9126 -0.5653 0.2316
O 0.0120 -0.7419 -1.4485
H -1.9224 3.1533 -0.9928
N -0.8261 3.1560 1.5246
O -2.8351 -0.8102 0.3476
C 0.8233 0.8511 -4.5773
C 1.5459 -3.5511 1.7737
H -2.6266 -2.9272 0.1944
C 0.0014 0.0707 -2.4257
S 0.2235 -4.6756 1.5545
H 1.7808 -1.7085 -2.5394
O -0.2409 1.1205 0.7742
H 1.7589 -0.2142 1.1427
H -0.1801 1.1803 -4.8336
C 1.7950 -1.1646 -3.4765
O -1.8057 1.0927 -1.2708
H 1.5676 -1.8403 -4.2989
C 2.8137 -3.7960 2.2756
C -1.9940 2.2198 -0.4355
H 2.7804 -0.7287 -3.6333
N -3.0390 -0.7243 1.6706
C -1.6311 4.3816 1.4776
N 0.8057 -0.0796 -3.4424
H -1.0056 5.2219 1.1797
H -2.0171 4.5740 2.4770
H -0.4073 2.1847 -2.3722
C -0.9666 2.1702 0.6909
C 3.3141 -1.4553 1.9477
H 1.4532 1.7152 -4.3665
C -0.7638 -3.4047 0.9253
H -2.4725 4.2904 0.7997
H 4.0169 -0.6372 2.0257
C 1.1593 -2.2800 1.3639
H 1.2285 0.3264 -5.4376
N -0.1656 -2.2188 0.8899
H 3.1049 -4.7868 2.5966
```

Properties
- strongest force on any atom (eV/A) = 0.54
- electronic energy (eV) = -98844.7936
- charge = +2
- LUMO (eV) = -5.140

Which of these has the lowest strongest force on any atom? C15H22GaN5O6S